{"formula": "C34H59O14Y", "method": "wB97M-V/def2-TZVPD", "molar_mass_g_mol": 780.74, "multiplicity": 1, "total_energy_ha": -2422.21572, "max_force_ev_per_a": 6.48, "charge": 2, "lumo_ev": -6.3, "orbital_gap_ev": 6.24, "e_above_lowest_ev": 0.0000, "elements": ["Y", "C", "C", "O", "H", "H", "H", "H", "H", "C", "C", "C", "O", "C", "H", "H", "H", "H", "H", "H", "H", "H", "C", "C", "C", "O", "C", "H", "H", "H", "H", "H", "H", "H", "H", "C", "C", "C", "O", "C", "H", "H", "H", "H", "H", "H", "H", "H", "O", "C", "O", "C", "C", "C", "H", "H", "H", "H", "H", "H", "O", "C", "O", "C", "C", "C", "H", "H", "H", "H", "H", "H", "O", "C", "O", "C", "C", "C", "H", "H", "H", "H", "H", "H", "O", "C", "O", "C", "C", "C", "H", "H", "H", "H", "H", "H", "O", "C", "O", "C", "C", "C", "H", "H", "H", "H", "H", "H"], "xyz": [[2.2329, -1.7525, -3.2268], [-0.0312, -1.0811, 0.3110], [-0.3571, -0.5185, -1.0634], [0.6228, -0.7815, -2.0287], [0.3366, -2.1020, 0.1806], [-0.9454, -1.1868, 0.9027], [0.6911, -0.4759, 0.8566], [-0.4251, 0.5801, -0.9876], [-1.3428, -0.8751, -1.3963], [-1.2761, -2.8292, 6.0067], [-0.8736, -2.9758, 4.5242], [-2.0216, -2.2968, 3.7710], [-3.0054, -1.9626, 4.7189], [-2.3392, -1.7616, 5.9508], [-0.3949, -2.5847, 6.5949], [-1.7058, -3.7646, 6.3558], [-0.6835, -4.0077, 4.2362], [0.0392, -2.4108, 4.3056], [-2.4354, -2.9374, 2.9794], [-1.7046, -1.4224, 3.1749], [-3.0698, -1.8510, 6.7577], [-1.9695, -0.7308, 6.0536], [1.5794, 1.2943, 4.0865], [0.2441, 0.5690, 4.0902], [-0.6874, 1.5841, 3.3880], [0.1482, 2.6064, 2.8359], [1.4529, 2.1334, 2.8260], [2.4373, 0.6219, 4.1345], [1.6510, 1.9773, 4.9353], [-0.1338, 0.2370, 5.0523], [0.2604, -0.3060, 3.4312], [-1.4217, 2.0273, 4.0642], [-1.2904, 1.1116, 2.6010], [2.1746, 2.9507, 2.7652], [1.6593, 1.5272, 1.9141], [-3.4361, 3.1159, 1.7001], [-4.1950, 4.2317, 0.9839], [-5.1377, 3.4242, 0.0918], [-4.4286, 2.2105, -0.2220], [-3.2856, 2.0681, 0.6059], [-4.0352, 2.6636, 2.4994], [-2.5565, 3.5327, 2.1917], [-3.4274, 4.6969, 0.3585], [-4.7131, 4.9750, 1.5801], [-5.4415, 3.9990, -0.7790], [-5.9868, 3.0827, 0.6924], [-2.3417, 2.1654, 0.0578], [-3.2909, 1.0751, 1.0679], [-1.2460, 5.6860, -0.1227], [-0.3370, 5.1032, -0.6046], [0.8377, 5.7486, -0.8708], [1.8953, 4.8812, -1.3048], [1.3368, 3.4644, -1.1863], [-0.1821, 3.6287, -0.9112], [2.7484, 5.0520, -0.6543], [2.1366, 5.1477, -2.3327], [1.8656, 2.7951, -0.5084], [1.3206, 2.8940, -2.1200], [-0.5135, 2.9654, -0.1201], [-0.7363, 3.3856, -1.8178], [0.3221, -2.5642, -4.2957], [-0.8249, -2.7815, -4.6465], [-1.2484, -2.3726, -5.8092], [-2.6929, -2.5378, -5.9423], [-3.1695, -3.0721, -4.5806], [-1.8795, -3.5637, -3.9368], [-2.9075, -3.2692, -6.7204], [-3.0876, -1.5762, -6.2472], [-3.8889, -3.8838, -4.6687], [-3.7128, -2.3093, -4.0207], [-1.6746, -4.6009, -4.2259], [-1.7925, -3.4928, -2.8571], [3.4151, -0.6132, -1.3476], [3.7462, -0.2867, -0.2304], [3.5420, -1.0911, 0.8009], [4.2515, -0.5898, 1.9746], [5.2177, 0.4651, 1.4243], [4.3888, 0.9906, 0.2464], [4.7364, -1.4280, 2.4639], [3.5336, -0.1274, 2.6518], [6.1570, 0.0390, 1.0837], [5.3880, 1.2591, 2.1463], [4.9872, 1.4669, -0.5249], [3.5533, 1.6310, 0.5436], [2.0957, -3.2410, -1.3053], [2.5457, -3.8415, -0.3477], [3.8494, -3.9934, -0.2155], [4.1550, -4.7317, 1.0045], [2.8623, -5.5058, 1.2884], [1.7943, -4.5537, 0.7460], [4.4609, -4.0679, 1.8108], [4.9665, -5.4256, 0.8046], [2.7738, -5.7958, 2.3320], [2.8811, -6.4211, 0.6963], [1.4333, -3.7879, 1.4399], [0.9190, -5.0555, 0.3400], [1.4410, 0.0337, -4.6329], [0.5638, 0.7527, -5.0813], [0.2311, 0.6637, -6.3474], [-0.8403, 1.5734, -6.6890], [-1.0869, 2.4366, -5.4436], [-0.2647, 1.7696, -4.3377], [-1.7093, 1.0540, -7.0754], [-0.4358, 2.2106, -7.4728], [-2.1286, 2.5229, -5.1354], [-0.7786, 3.4708, -5.5767], [-0.8067, 1.1949, -3.5831], [0.4527, 2.4485, -3.8770]], "forces_ev_per_a": [[-4.70, 2.69, 3.56], [-0.43, -0.56, -0.14], [0.36, 0.58, -0.12], [2.13, -1.37, -1.74], [0.18, 0.11, 0.06], [0.06, 0.30, 0.09], [0.09, -0.05, -0.01], [-0.27, -0.13, 0.08], [0.09, -0.09, 0.00], [0.59, -0.27, -0.56], [0.44, 0.57, -0.11], [-0.11, -0.42, -1.20], [-0.12, 0.08, -0.19], [-0.58, 0.42, 0.86], [-0.18, 0.06, 0.30], [0.00, 0.00, 0.15], [-0.22, -0.06, -0.04], [0.08, -0.15, 0.21], [-0.35, -0.16, 0.49], [0.18, 0.19, 0.58], [-0.08, -0.18, -0.18], [0.30, -0.12, -0.34], [0.07, 0.05, 0.35], [-0.53, -0.06, -0.83], [-0.55, -0.17, 0.30], [-0.58, 0.21, -0.09], [1.13, -0.41, -0.40], [-0.03, 0.08, -0.08], [0.00, -0.06, 0.04], [0.12, 0.15, 0.13], [0.35, -0.08, 0.21], [0.27, 0.26, 0.04], [0.26, -0.01, -0.08], [-0.26, 0.27, 0.22], [-0.23, -0.16, 0.14], [-0.61, 0.44, 0.94], [0.40, -0.71, -0.85], [0.24, -0.15, 1.27], [0.37, 0.09, -0.82], [0.15, 0.03, 0.71], [-0.11, 0.17, -0.04], [0.36, -0.37, -0.35], [-0.33, 0.45, 0.00], [0.10, -0.04, 0.22], [-0.06, -0.42, -0.29], [-0.34, 0.43, -0.29], [-0.21, 0.11, -0.28], [-0.05, -0.11, -0.24], [-0.84, 0.17, -0.01], [1.09, -0.14, 0.50], [0.03, -0.03, -0.10], [-0.65, -0.05, 0.07], [-0.91, -1.07, -0.93], [1.02, -0.06, -0.02], [0.08, 0.06, -0.06], [0.16, 0.02, 0.03], [-0.15, 0.38, 0.47], [0.81, 0.31, -0.14], [-0.24, 0.35, 0.25], [-0.23, 0.09, 0.09], [1.54, -0.30, 0.32], [-0.42, -0.28, -0.18], [-0.09, 0.49, -0.21], [-0.32, -0.71, 0.09], [-0.58, 0.09, 0.05], [0.14, 0.06, 0.13], [0.38, 0.12, -0.16], [-0.08, 0.08, 0.13], [0.08, -0.02, -0.30], [0.46, 0.12, 0.19], [-0.08, -0.04, 0.11], [-0.06, 0.09, 0.03], [-0.07, -0.39, -1.61], [0.02, 0.20, 0.65], [0.21, -0.29, 0.02], [0.33, 0.42, 0.12], [-0.93, 0.36, 0.19], [0.43, -0.55, -0.50], [-0.06, -0.11, -0.07], [-0.10, -0.19, -0.14], [0.06, -0.01, 0.02], [0.26, -0.13, 0.11], [-0.19, 0.08, -0.09], [0.19, 0.15, 0.15], [-0.17, 0.33, -1.30], [0.54, -0.61, 0.18], [0.17, 0.20, 0.31], [-0.23, -0.94, 0.14], [0.24, 0.30, 0.03], [-0.06, 0.01, -0.16], [-0.16, 0.33, -0.20], [0.15, 0.25, -0.24], [-0.15, 0.17, 0.02], [-0.12, 0.01, 0.00], [0.14, -0.11, 0.17], [-0.03, 0.07, -0.05], [1.26, -0.76, 0.38], [-0.48, 0.03, -0.34], [-0.16, -0.30, 0.19], [0.31, 1.33, -0.18], [-0.51, 0.09, 0.81], [0.73, -0.36, -0.55], [0.09, -0.41, 0.17], [-0.13, -0.21, -0.22], [-0.08, -0.31, -0.27], [0.26, -0.09, -0.23], [-0.07, 0.30, 0.13], [-0.24, -0.04, 0.30]]}